Entry 1:
The following is a quantum chemistry calculation of a 7-piece molecular cluster, C41H71N3O20S3 overall at a distorted geometry, from the Open Molecules 2025 dataset.

```
! wB97M-V def2-TZVPD RIJCOSX def2/J DEFGRID3
* xyz 0 1
C -4.17152 -2.65302 1.83874
C -4.84283 -1.40209 2.61666
C -4.77456 -0.08667 1.66027
C -5.42739 1.13615 2.53686
C -6.38452 2.08261 1.65868
C -7.94969 1.76817 1.77596
C -8.99617 2.57532 0.98006
C -10.56426 2.26253 1.03368
C -10.91820 1.50854 -0.37787
O -12.05471 2.10487 -1.06858
C -13.00813 1.08552 -1.40115
O -12.82368 0.17143 -2.24743
C -14.39248 1.09172 -0.58698
C -14.08896 1.64059 0.89740
C -8.49775 3.75947 0.07419
N -9.32931 4.64782 -0.72376
S -8.24109 5.73331 -1.48478
N -6.69089 5.20493 -0.94561
C -6.93312 4.09083 -0.05855
C -5.84599 3.23412 0.73350
C -4.27114 3.47094 0.61847
C -3.69358 4.65214 1.54422
C -2.14764 4.89388 1.05862
S -0.94331 3.70656 1.82145
C -0.24709 2.54366 0.50757
S -1.35158 1.56436 -0.27533
N 1.19338 2.63227 0.27507
C 2.00989 1.90336 1.27842
C 3.59497 2.18201 1.20867
C 1.60399 2.41162 -1.13490
C 1.72139 0.88716 -1.62417
H -4.88677 -2.99862 0.99505
H -3.98794 -3.50070 2.58541
H -3.16536 -2.29070 1.40509
H -5.93892 -1.62787 2.91846
H -4.28212 -1.16788 3.58986
H -5.41924 -0.20946 0.71446
H -3.66970 0.09048 1.42212
H -4.53117 1.76220 2.89038
H -5.93351 0.73227 3.48905
H -8.28622 0.89458 2.45054
H -11.20136 3.20544 1.14203
H -10.83357 1.52435 1.86526
H -11.03126 0.37675 -0.20834
H -10.00391 1.62841 -1.08272
H -14.83870 0.04253 -0.53531
H -15.17886 1.78100 -1.07420
H -13.38276 0.89956 1.44208
H -13.58023 2.66569 0.91121
H -15.07750 1.76698 1.49082
H -4.01985 3.72013 -0.47672
H -3.76358 2.49742 0.97231
H -4.32480 5.60712 1.49106
H -3.61540 4.28443 2.63386
H -1.90790 5.98856 1.35488
H -2.17662 4.88063 -0.08832
H 1.85267 0.75267 1.27238
H 1.66801 2.24128 2.33511
H 3.85096 2.91095 2.07541
H 4.23981 1.24366 1.42355
H 3.95422 2.69854 0.25509
H 2.59216 2.95172 -1.41026
H 0.80237 2.91528 -1.80443
H 1.90864 0.11325 -0.80722
H 2.50776 0.80441 -2.46943
H 0.71952 0.58673 -2.12683
C 4.99489 -3.09963 4.62173
O 4.32159 -2.25704 3.68677
C 3.08053 -2.66245 3.36906
O 2.52298 -3.64275 3.79836
O 2.56896 -1.78348 2.48656
C 1.24352 -2.08945 2.05686
H 5.98366 -2.67557 4.80141
H 4.45484 -3.13099 5.57076
H 5.11947 -4.10549 4.21410
H 0.55276 -2.07977 2.90321
H 1.21657 -3.05516 1.54684
H 0.93291 -1.31817 1.35041
C 5.31742 -1.51610 1.00423
O 6.21513 -1.11424 -0.03006
C 7.28202 -1.91794 -0.17433
O 7.51991 -2.90612 0.47855
O 8.04080 -1.42839 -1.17606
C 9.21794 -2.18688 -1.44424
H 4.49573 -0.80061 1.03354
H 4.90488 -2.50589 0.79262
H 5.81734 -1.50478 1.97406
H 8.95994 -3.20293 -1.75225
H 9.87341 -2.20237 -0.57038
H 9.75006 -1.70405 -2.26495
C -2.47040 9.06764 6.45310
O -1.67399 7.90541 6.67589
C -1.96931 6.87158 5.86872
O -2.82008 6.86119 5.01132
O -1.15207 5.85139 6.18244
C -1.35594 4.67784 5.39795
H -2.14590 9.83468 7.15745
H -2.32465 9.44623 5.43875
H -3.52558 8.85321 6.63774
H -1.16638 4.88231 4.34184
H -2.36714 4.28920 5.54114
H -0.64583 3.92144 5.73479
C 6.39893 -3.59381 -3.36405
O 5.83604 -4.26843 -4.48820
C 6.72623 -4.96610 -5.21354
O 7.90978 -5.05596 -4.98922
O 6.06927 -5.54728 -6.23320
C 6.89785 -6.32742 -7.09364
H 5.59401 -3.06489 -2.85217
H 6.83914 -4.30915 -2.66578
H 7.14183 -2.86032 -3.68689
H 7.35764 -7.15133 -6.54308
H 7.66154 -5.70320 -7.56390
H 6.26469 -6.74679 -7.87672
C 6.70964 -2.68483 -7.69693
O 7.90072 -2.12845 -8.25062
C 8.21070 -0.90866 -7.77807
O 7.58109 -0.28439 -6.95833
O 9.34466 -0.50543 -8.37783
C 9.79599 0.78420 -7.96877
H 6.55662 -3.66591 -8.14754
H 6.81060 -2.81313 -6.61712
H 5.84575 -2.05920 -7.93288
H 10.01942 0.79322 -6.89940
H 9.05491 1.54811 -8.21519
H 10.71401 1.00529 -8.51479
C 2.97594 -6.08208 1.50399
O 3.87842 -5.67188 0.47642
C 4.95054 -6.47117 0.33214
O 5.18881 -7.46139 0.98023
O 5.71069 -5.97467 -0.66001
C 6.89244 -6.72913 -0.92419
H 2.15257 -5.36750 1.53125
H 2.56685 -7.07138 1.28583
H 3.47098 -6.07430 2.47752
H 6.63937 -7.74454 -1.23811
H 7.54272 -6.74652 -0.04662
H 7.42671 -6.23929 -1.73961
*
```

The calculation puts the lowest unoccupied orbital energy at -0.037 Eh. For the HOMO-LUMO gap, the calculation gives 7.14 eV. The calculation puts the highest occupied orbital energy at -8.142 eV. Its SMILES is CCCCc1cc(CCOC(=O)CC)c2nsnc2c1CCCSC(=S)N(CC)CC.COC(=O)OC.COC(=O)OC.COC(=O)OC.COC(=O)OC.COC(=O)OC.COC(=O)OC.

Entry 2:
The following is a quantum chemistry calculation of a 8-piece molecular cluster, C41H71NO12S overall, from the Open Molecules 2025 dataset.

```
! wB97M-V def2-TZVPD RIJCOSX def2/J DEFGRID3
* xyz 0 1
O -2.70816 4.87042 5.15266
C -1.66617 4.56511 4.66143
O -0.46482 5.05927 5.09434
C 0.48742 4.78112 4.10513
O 1.47840 5.41939 4.03361
C -0.11130 3.73016 3.20558
C 0.49887 2.88073 2.12005
S 2.25174 2.89407 1.73598
O 3.01989 3.57185 2.73112
O 2.58998 1.54619 1.36059
C -1.41779 3.66189 3.50251
C -2.54009 2.86880 2.90919
C -2.39412 1.36102 3.12568
C -2.57864 0.95308 4.58166
C -2.50764 -0.56613 4.77877
N -1.38596 -1.17695 4.09556
C -1.36074 -1.61119 2.79936
C -0.09209 -2.03779 2.51299
C 0.68710 -1.86320 3.68301
C -0.14309 -1.34265 4.63976
H 0.31988 1.82040 2.30764
H -0.01009 3.12392 1.18022
H 2.25334 3.60256 0.58106
H -3.45768 3.20626 3.39380
H -2.63712 3.09383 1.84234
H -3.17383 0.86590 2.54033
H -1.44370 0.99576 2.73731
H -1.84299 1.44197 5.22860
H -3.57412 1.27755 4.90013
H -2.39326 -0.77914 5.84279
H -3.44405 -1.02957 4.46817
H -2.23832 -1.57913 2.17446
H 0.24976 -2.43659 1.57073
H 1.73221 -2.10303 3.79328
H 0.08073 -1.06792 5.65929
C -7.63417 1.04864 1.83954
C -7.64166 2.53344 2.20034
C -6.48882 2.61408 3.19170
O -5.54738 1.61330 2.78837
C -6.14226 0.74639 1.81916
H -8.11961 0.82473 0.89116
H -8.12824 0.46795 2.62230
H -7.42612 3.13699 1.31633
H -8.58323 2.87637 2.62559
H -6.82389 2.39392 4.21065
H -5.99161 3.58479 3.19617
H -5.70743 0.95942 0.83637
H -5.91038 -0.28726 2.08163
C 6.36509 3.70198 -0.48988
C 6.04197 4.08295 0.95291
C 5.44643 5.47315 0.78611
O 4.79501 5.47084 -0.49104
C 5.17839 4.30936 -1.22523
H 6.44507 2.62729 -0.64877
H 7.29928 4.16700 -0.81241
H 5.28994 3.39899 1.35094
H 6.90341 4.06549 1.61821
H 6.22236 6.24593 0.79103
H 4.71064 5.71317 1.55380
H 4.33496 3.60859 -1.24537
H 5.40934 4.59775 -2.25244
C 3.62579 2.78934 -5.07095
C 4.29987 1.89546 -4.03163
C 3.12058 1.50835 -3.14678
O 1.97442 1.48014 -3.99714
C 2.29007 2.08264 -5.25652
H 4.18378 2.87730 -6.00159
H 3.47463 3.79244 -4.66463
H 4.71678 1.00829 -4.51303
H 5.09758 2.38912 -3.47789
H 2.95776 2.25061 -2.35730
H 3.23800 0.53071 -2.67766
H 2.36623 1.30026 -6.01744
H 1.48402 2.76131 -5.53822
C 1.74974 -1.95174 -9.05484
C 2.92712 -1.65164 -9.98068
C 3.13146 -0.16077 -9.74261
O 2.74865 0.08274 -8.38811
C 2.06135 -1.05501 -7.86411
H 1.66557 -3.00189 -8.77767
H 0.81283 -1.64545 -9.52533
H 3.80892 -2.21047 -9.66065
H 2.73465 -1.88747 -11.02613
H 2.49781 0.43861 -10.40515
H 4.16658 0.15478 -9.87701
H 2.71869 -1.56120 -7.14814
H 1.16807 -0.72003 -7.33425
C 3.82341 -5.47955 0.94034
C 4.43810 -4.10351 0.68970
C 3.44024 -3.19126 1.39145
O 2.91266 -3.94529 2.48533
C 3.28007 -5.31783 2.35459
H 4.53401 -6.30035 0.85496
H 3.00663 -5.66011 0.23817
H 5.41697 -4.03499 1.16902
H 4.55721 -3.86175 -0.36534
H 2.61920 -2.91333 0.72128
H 3.89037 -2.27626 1.77752
H 4.04548 -5.55476 3.10186
H 2.40342 -5.93617 2.55116
C -0.04399 -5.01692 -5.62644
C 0.00050 -3.53885 -5.24430
C 1.27835 -3.47087 -4.41844
O 2.15357 -4.46344 -4.95885
C 1.43366 -5.31621 -5.84822
H -0.65072 -5.22556 -6.50642
H -0.43203 -5.60966 -4.79547
H 0.09931 -2.92403 -6.14245
H -0.87535 -3.19949 -4.69386
H 1.08262 -3.70381 -3.36620
H 1.77020 -2.49876 -4.47009
H 1.73157 -5.08830 -6.87843
H 1.69893 -6.35238 -5.63568
C -7.66151 -1.92210 6.65974
C -7.50986 -2.42338 5.22442
C -6.16272 -1.82847 4.83561
O -5.39009 -1.77037 6.03460
C -6.22790 -2.00926 7.16757
H -8.35495 -2.51000 7.25872
H -8.00221 -0.88443 6.66220
H -7.46148 -3.51398 5.20866
H -8.31502 -2.10846 4.56189
H -6.27650 -0.81185 4.43804
H -5.62614 -2.42989 4.09914
H -6.00770 -3.00430 7.56788
H -5.99986 -1.26971 7.93550
*
```

The calculation puts the lowest unoccupied orbital energy at -0.022 Eh. For the HOMO-LUMO gap, the calculation gives 7.36 eV. The calculation puts the highest occupied orbital energy at -7.963 eV. Its SMILES is O=C1OC(=O)C(C[SH](=O)=O)=C1CCCCn1cccc1.C1CCOC1.C1CCOC1.C1CCOC1.C1CCOC1.C1CCOC1.C1CCOC1.C1CCOC1.